Record 1
C46H28BrCaN9OSe | the ωB97M-V functional and the def2-TZVPD basis

The geometry in XYZ format:
```
87
Properties=species:S:1:pos:R:3:forces:R:3
Ca -0.1193 0.1979 1.0820 -0.1 0.0 -0.1
Br -7.5355 1.2275 2.0034 0.0 0.0 0.0
C -5.7266 0.6540 2.0825 0.0 0.0 0.0
C -5.4256 -0.7107 1.8930 0.0 0.0 0.0
C -4.1365 -1.1493 1.9560 0.0 0.0 0.0
C -3.0366 -0.2582 2.1845 0.1 0.0 0.0
O -1.8488 -0.6966 2.2320 -0.1 0.0 0.0
C -3.3747 1.1278 2.3675 0.0 0.0 0.0
C -2.4064 2.1317 2.6564 -0.1 0.0 0.0
N -1.1189 2.0186 2.5590 0.1 0.0 0.1
C -0.3016 3.0326 3.0839 0.0 0.0 0.0
C -0.7087 4.0498 3.9177 0.0 0.0 0.0
C 0.1936 5.0196 4.3983 0.0 0.0 0.0
C 1.5178 4.9704 4.0787 0.0 0.0 0.0
C 1.9955 3.9149 3.2671 0.0 0.0 0.0
C 3.3603 3.7748 2.9275 0.0 0.0 0.0
C 3.7678 2.7242 2.1608 0.0 0.0 0.0
C 2.8019 1.7953 1.7249 0.0 0.0 0.0
N 1.5278 1.8959 2.0205 0.0 0.0 -0.1
C 1.0966 2.9430 2.7781 0.0 0.0 0.0
C -4.7279 1.5438 2.3292 0.0 0.0 0.0
H -6.2311 -1.4079 1.7010 0.0 0.0 0.0
H -3.8945 -2.1946 1.8128 0.0 0.0 0.0
H -2.8450 3.0834 2.9761 0.0 0.0 0.0
H -1.7381 4.1118 4.2414 0.0 0.0 0.0
H -0.1805 5.8057 5.0414 0.0 0.0 0.0
H 2.2142 5.7108 4.4514 0.0 0.0 0.0
H 4.0686 4.5112 3.2888 0.0 0.0 0.0
H 4.8044 2.5915 1.8845 0.0 0.0 0.0
H 3.0799 0.9510 1.1003 0.0 0.0 0.0
H -4.9605 2.5904 2.4917 0.0 0.0 0.0
C 2.0797 -3.2920 3.3530 0.0 0.0 0.0
C 1.6261 -2.0486 2.8791 0.0 0.0 0.0
N 0.9198 -1.9081 1.7851 0.0 -0.1 0.0
C 0.5790 -3.0066 1.0542 0.0 0.1 -0.1
C 0.9469 -4.3041 1.4815 0.0 0.0 0.0
C 1.7312 -4.4101 2.6529 0.0 0.0 0.0
C 0.5165 -5.4410 0.7625 0.0 0.0 0.0
C -0.2908 -5.2559 -0.3250 0.0 0.0 0.0
C -0.6396 -3.9774 -0.7844 0.0 0.0 0.0
C -0.1799 -2.8129 -0.1720 0.1 -0.1 0.2
N -0.4332 -1.5324 -0.5468 0.0 0.0 0.0
C -0.8817 -1.1969 -1.7848 0.0 0.0 -0.1
C -0.6519 -1.8867 -2.9745 0.0 0.0 0.0
C -1.0978 -1.4106 -4.2169 0.0 0.0 0.0
C -1.7962 -0.2427 -4.3322 0.0 0.0 0.0
C -2.0598 0.5087 -3.1628 0.0 0.0 0.0
C -2.7941 1.7148 -3.1989 0.0 0.0 0.0
C -3.0171 2.4122 -2.0490 0.0 0.0 0.0
C -2.4713 1.9150 -0.8525 0.0 0.0 0.0
N -1.7818 0.8017 -0.7736 0.0 0.1 0.0
C -1.5897 0.0658 -1.9046 0.0 -0.1 0.0
H 2.6688 -3.3463 4.2580 0.0 0.0 0.0
H 1.8542 -1.1408 3.4313 0.0 0.0 0.0
H 2.0354 -5.3947 2.9893 0.0 0.0 0.0
H 0.7984 -6.4293 1.1021 0.0 0.0 0.0
H -0.6755 -6.1163 -0.8601 0.0 0.0 0.0
H -1.2942 -3.8998 -1.6399 0.0 0.0 0.0
H -0.0935 -2.8113 -2.9468 0.0 0.0 0.0
H -0.8730 -1.9923 -5.1046 0.0 0.0 0.0
H -2.1516 0.1159 -5.2898 0.0 0.0 0.0
H -3.1770 2.0656 -4.1505 0.0 0.0 0.0
H -3.5898 3.3295 -2.0390 0.0 0.0 0.0
H -2.6076 2.4667 0.0706 0.0 0.0 0.0
Se 2.1282 -1.3233 -6.6072 0.0 0.0 0.0
N 2.5823 -2.2086 -5.1241 0.0 0.0 0.0
C 2.3827 -1.3993 -4.1220 -0.1 0.0 0.0
C 2.6828 -1.7388 -2.7349 0.0 0.0 0.0
C 3.2681 -2.9533 -2.3787 0.0 0.0 0.0
C 3.5904 -3.1696 -1.0589 0.0 0.0 0.0
C 3.3289 -2.1555 -0.1391 0.1 0.0 0.0
N 2.7602 -1.0045 -0.4553 0.0 0.0 0.0
C 2.4142 -0.8047 -1.7311 0.0 0.0 0.0
C 1.7437 0.4740 -2.0591 0.0 0.0 0.1
N 1.3488 1.2399 -1.0345 0.0 0.1 0.0
C 0.8192 2.4247 -1.3067 0.0 0.0 0.0
C 0.6184 2.9068 -2.5955 0.0 0.0 0.0
C 0.9598 2.0916 -3.6523 0.0 0.0 0.0
C 1.5345 0.8518 -3.3882 0.0 0.0 0.0
C 1.8626 -0.0916 -4.4516 0.1 0.0 0.0
N 1.6780 0.1566 -5.7167 0.0 0.0 0.0
H 3.4626 -3.6916 -3.1453 0.0 0.0 0.0
H 4.0413 -4.0955 -0.7302 0.0 0.0 0.0
H 3.5967 -2.2876 0.9049 0.0 0.0 0.0
H 0.5173 3.0176 -0.4472 0.0 0.0 0.0
H 0.1735 3.8796 -2.7495 0.0 0.0 0.0
H 0.7854 2.3818 -4.6801 0.0 0.0 0.0
```
Forces are in eV/Å.

Values from the calculation:
- lowest unoccupied orbital energy (eV) = -0.595
- total energy (hartree) = -7991.1013
- strongest force on any atom (eV/A) = 0.22
- energy above the lowest of the compared OMol25 structures with the same formula, charge and spin (kcal/mol) = 2.6
- HOMO level (eV) = -6.33

Löwdin charges in e: 1.346 0.693 -0.708 -0.121 0.001 -0.390 -0.187 -0.160 -0.115 0.023 -0.200 -0.016 -0.073 -0.044 -0.156 -0.009 -0.040 -0.133 0.027 -0.160 -0.108 0.099 0.116 0.116 0.102 0.106 0.111 0.119 0.106 0.086 0.105 -0.059 -0.151 0.007 -0.166 -0.169 -0.015 -0.069 -0.087 -0.030 -0.227 -0.016 -0.238 -0.041 -0.090 -0.058 -0.168 -0.015 -0.048 -0.137 0.061 -0.151 0.102 0.109 0.116 0.102 0.103 0.099 0.103 0.100 0.108 0.118 0.105 0.097 1.090 -0.217 -0.353 -0.099 0.011 -0.029 -0.127 0.135 -0.153 -0.148 0.091 -0.132 -0.035 0.011 -0.090 -0.353 -0.215 0.118 0.110 0.107 0.110 0.111 0.122



Record 2
C4H9OP | the ωB97M-V functional and the def2-TZVPD basis

The geometry in XYZ format:
```
15
Properties=species:S:1:pos:R:3:forces:R:3
H 1.5960 -3.3213 0.5459 -0.9 0.7 -0.4
P 0.3902 -2.6793 -0.0414 1.2 2.7 1.1
C 0.7525 -1.0041 0.4432 -2.0 -3.0 -2.2
C -0.0636 0.2738 0.1564 -0.9 -2.0 1.3
C 0.5498 1.1111 -0.9456 -1.5 2.6 2.4
C -1.5698 -0.0579 -0.1095 1.9 0.4 1.8
O -0.0497 0.9428 1.4136 0.5 1.6 0.2
H 1.6263 -0.8477 0.9830 1.5 0.4 0.9
H -0.2162 1.8436 -1.3202 0.6 -0.4 0.5
H 0.7974 0.5452 -1.7588 1.3 -1.4 -2.0
H 1.3615 1.6884 -0.4363 -0.1 -0.5 -1.1
H -1.9906 0.9184 -0.0846 -0.9 0.8 -1.4
H -2.0939 -0.4967 0.7425 0.7 -0.6 0.0
H -1.5202 -0.7154 -0.9357 -1.1 -0.2 -1.3
H 0.4303 1.7991 1.3478 -0.5 -0.9 0.0
```
Forces are in eV/Å.

Values from the calculation:
- SMILES string = [H]/P=C/C(C)(C)O
- lowest unoccupied orbital energy (eV) = 0.125
- total energy (hartree) = -574.3164
- strongest force on any atom (eV/A) = 4.23
- energy above the lowest of the compared OMol25 structures with the same formula, charge and spin (kcal/mol) = 39.0
- HOMO level (eV) = -9.05

natural (NBO) charges in e: -0.033 0.302 -0.450 0.183 -0.619 -0.630 -0.727 0.194 0.216 0.227 0.206 0.220 0.226 0.214 0.470



Record 3
C4H16N2O2 | the ωB97M-V functional and the def2-TZVPD basis

The geometry in XYZ format:
```
24
Properties=species:S:1:pos:R:3:forces:R:3
C 1.5546 1.7999 0.8139 -0.2 1.0 0.1
N 0.1296 2.0152 1.1264 0.1 -0.9 -0.4
C -0.7866 1.2929 0.2019 0.2 -0.1 1.1
C -1.5497 0.1408 0.8800 -0.3 -0.2 -1.4
C -0.6882 -1.0194 1.3308 0.5 0.1 0.5
N 0.1428 -1.6236 0.2835 -0.7 -0.1 -0.2
H 1.7950 2.0422 -0.2189 -0.3 -0.1 -0.2
H 1.9200 0.7966 1.0309 0.1 -0.2 0.0
H 2.1044 2.5401 1.3972 0.2 -0.3 0.2
H 0.0060 1.5781 2.0348 -0.2 0.4 0.1
H -0.2096 0.8671 -0.6160 0.0 0.0 -0.2
H -1.5130 1.9887 -0.2152 0.0 0.1 -0.1
H -2.1941 0.4329 1.7062 0.1 0.4 0.2
H -2.2436 -0.2027 0.0965 0.0 -0.2 0.2
H -0.0828 -0.6659 2.1806 0.1 -0.1 -0.1
H -1.3148 -1.8076 1.7480 -0.1 0.0 -0.1
H 0.9746 -1.0951 0.0616 0.2 -0.1 0.1
H 0.3681 -2.5709 0.5516 0.4 0.1 -0.1
O -0.8392 -1.6864 -2.4827 0.4 -0.2 0.8
H -1.7601 -1.4585 -2.3349 -0.1 0.1 -0.1
H -0.4948 -1.8556 -1.5618 -0.4 0.2 -0.5
O 1.7093 -0.3993 -2.3495 -0.2 0.1 0.6
H 0.7870 -0.6979 -2.4818 0.5 0.1 -0.5
H 2.1850 -0.4115 -3.1831 -0.3 -0.1 -0.1
```
Forces are in eV/Å.

Values from the calculation:
- SMILES string = CNCCCN.O.O
- lowest unoccupied orbital energy (eV) = 0.816
- total energy (hartree) = -421.9769
- strongest force on any atom (eV/A) = 1.42
- energy above the lowest of the compared OMol25 structures with the same formula, charge and spin (kcal/mol) = 9.1
- HOMO level (eV) = -8.86

natural (NBO) charges in e: -0.421 -0.618 -0.228 -0.420 -0.217 -0.879 0.206 0.159 0.199 0.338 0.193 0.193 0.209 0.198 0.161 0.197 0.388 0.375 -0.990 0.472 0.499 -0.990 0.501 0.475



Record 4
C9H16OSi | the ωB97M-V functional and the def2-TZVPD basis

The geometry in XYZ format:
```
27
Properties=species:S:1:pos:R:3:forces:R:3
C -0.9083 4.6161 -1.0052 0.8 -1.0 -0.2
C -0.2228 3.4636 -0.8400 0.0 0.8 0.5
Si -0.6685 2.3010 0.5113 0.1 -2.3 -0.9
C -1.8274 2.9728 1.8412 0.6 -1.9 -1.4
C -1.4640 3.8386 2.7491 2.4 0.9 -1.0
C -0.4847 0.5511 0.1926 0.5 -0.8 -0.8
C 0.2129 -0.4304 -0.9406 0.7 1.7 -2.7
O -0.0799 -1.8229 -1.2862 -0.8 0.2 1.9
C 0.8590 -2.7362 -0.6154 -1.7 -0.3 -1.2
C 0.7154 -2.6026 0.9042 1.6 1.5 -2.0
C 0.5350 -4.1485 -0.9953 0.2 -2.6 -1.4
H -0.6831 5.1597 -1.9026 -0.1 0.7 -0.1
H -1.6717 5.0040 -0.3229 0.2 -0.4 -0.3
H 0.6424 3.2022 -1.4832 -0.9 0.2 0.1
H -2.7603 2.4170 1.8634 -0.2 0.4 0.3
H -2.0640 4.1367 3.5164 -1.8 0.7 2.1
H -0.4817 4.3601 2.7431 -0.6 -0.6 -0.2
H -0.8045 -0.1163 0.9784 -0.4 0.2 0.5
H 1.3094 -0.5346 -0.8601 -0.2 1.1 0.6
H 0.0612 0.0402 -1.9923 0.1 -0.3 1.9
H 1.7777 -2.5277 -1.2072 0.3 0.2 1.5
H -0.2003 -2.0886 1.0105 -1.6 -0.6 0.8
H 0.9776 -3.4701 1.4806 -0.3 -0.1 0.2
H 1.3618 -1.7752 1.0594 1.2 0.6 1.3
H 1.0251 -4.3513 -2.0289 -1.3 0.1 1.5
H -0.5860 -4.4849 -0.9815 2.1 0.9 0.0
H 1.1231 -4.8355 -0.2866 -0.9 0.9 -1.0
```
Forces are in eV/Å.

Values from the calculation:
- SMILES string = C=C[Si](C=C)=CCOC(C)C
- lowest unoccupied orbital energy (eV) = 0.166
- total energy (hartree) = -717.0525
- strongest force on any atom (eV/A) = 3.27
- energy above the lowest of the compared OMol25 structures with the same formula, charge and spin (kcal/mol) = 101.7
- HOMO level (eV) = -7.70

natural (NBO) charges in e: -0.334 -0.685 1.414 -0.642 -0.312 -0.903 -0.093 -0.553 0.081 -0.663 -0.622 0.196 0.205 0.237 0.233 0.189 0.191 0.213 0.167 0.189 0.179 0.231 0.222 0.218 0.207 0.229 0.206



Which value of HOMO level does entry 3 give? -8.86 eV